1.
The following is a quantum chemistry calculation of C30H53O12Y as an isolated structure at a distorted geometry, from the Open Molecules 2025 dataset.

Geometry as XYZ:
```
96
Properties=species:S:1:pos:R:3:mulliken_charge:R:1
Y 1.949 2.202 -2.906 1.875
C -0.243 -1.219 -1.084 -0.294
C -0.278 0.277 -0.826 1.429
O 0.693 0.986 -1.575 -0.422
H -0.216 -1.416 -2.160 0.128
H -1.138 -1.683 -0.674 0.106
H 0.652 -1.674 -0.663 -0.408
H -0.061 0.445 0.236 -0.516
H -1.285 0.678 -0.974 -0.510
C 0.159 -3.548 2.494 0.664
C -1.163 -3.274 3.193 -0.731
C -2.188 -3.542 2.118 0.288
O -1.652 -4.630 1.373 -0.484
C -0.230 -4.499 1.352 -0.091
H 0.910 -3.962 3.162 0.482
H 0.530 -2.599 2.086 -0.770
H -1.200 -2.274 3.626 0.316
H -1.326 -3.959 4.027 0.300
H -2.249 -2.709 1.388 -0.399
H -3.202 -3.702 2.475 0.419
H 0.028 -4.089 0.362 -0.241
H 0.247 -5.477 1.354 0.304
C 0.982 5.498 0.258 -0.352
C 2.299 6.037 -0.307 -1.031
C 2.409 5.334 -1.651 -0.545
O 1.758 4.011 -1.417 -0.157
C 1.049 4.026 -0.101 0.497
H 0.122 5.924 -0.266 0.305
H 0.857 5.646 1.327 0.424
H 3.133 5.782 0.349 0.324
H 2.303 7.118 -0.427 0.440
H 3.446 5.127 -1.918 0.444
H 1.826 5.865 -2.401 0.360
H 1.704 3.528 0.618 -0.290
H 0.113 3.478 -0.158 -0.184
C -2.623 3.088 1.581 0.277
C -2.053 4.329 2.267 0.212
C -2.937 5.436 1.697 -0.588
O -4.221 4.837 1.710 -0.457
C -4.104 3.457 1.364 -0.331
H -2.503 2.162 2.143 0.313
H -2.111 2.935 0.616 -0.392
H -0.987 4.497 2.106 -0.405
H -2.184 4.243 3.345 0.290
H -2.627 5.724 0.681 0.212
H -3.016 6.289 2.365 0.356
H -4.414 3.282 0.332 0.156
H -4.770 2.929 2.043 0.297
O 6.356 -2.896 0.225 -0.520
C 5.302 -2.471 -0.091 0.279
O 4.454 -1.875 0.792 -0.388
C 3.250 -1.467 0.172 1.270
C 3.203 -2.158 -1.200 -0.178
C 4.691 -2.482 -1.480 -0.351
H 3.071 -0.388 0.093 -0.270
H 2.447 -1.867 0.793 -0.577
H 2.833 -1.570 -2.046 0.348
H 2.667 -3.102 -1.136 -0.119
H 5.247 -1.733 -2.045 0.296
H 4.798 -3.457 -1.944 0.314
O 0.902 3.601 3.428 -0.589
C 1.002 2.418 3.304 0.599
O -0.016 1.586 3.587 -0.348
C 0.408 0.200 3.587 -0.179
C 1.711 0.214 2.784 0.966
C 2.230 1.650 2.872 -0.477
H -0.327 -0.348 3.006 -0.084
H 0.558 -0.178 4.594 0.244
H 1.512 0.007 1.735 -1.210
H 2.450 -0.485 3.174 0.696
H 2.563 1.961 1.886 0.123
H 3.020 1.868 3.590 0.354
O 1.600 -6.123 -1.219 -0.540
C 1.332 -5.523 -2.205 0.621
O 0.048 -5.133 -2.449 -0.374
C -0.020 -4.342 -3.647 0.341
C 1.220 -4.743 -4.438 -0.726
C 2.239 -5.070 -3.340 0.092
H 0.010 -3.305 -3.290 -0.418
H -0.931 -4.509 -4.213 0.388
H 1.513 -4.007 -5.185 0.374
H 0.954 -5.653 -4.979 0.311
H 2.748 -4.153 -3.045 -0.310
H 2.892 -5.854 -3.706 0.387
O -5.512 0.674 0.262 -0.526
C -4.864 0.475 -0.708 0.453
O -4.609 1.471 -1.598 -0.381
C -3.839 0.979 -2.698 -0.155
C -3.936 -0.545 -2.636 -0.466
C -4.222 -0.833 -1.158 0.282
H -2.813 1.347 -2.536 -0.071
H -4.195 1.401 -3.636 0.373
H -3.013 -0.967 -3.034 0.198
H -4.796 -0.892 -3.206 0.346
H -3.359 -1.026 -0.523 -0.476
H -4.968 -1.611 -1.033 0.459
```

The value obtained for the HOMO energy is -13.04 eV. For the maximum force, the calculation gives 6.2 eV/Å. For the electronic energy, the calculation gives -57564.069 eV. For the frontier orbital gap, the calculation gives 0.09758 Eh. The LUMO energy is -10.384 eV. The charge is +2. The relative energy (zero: lowest compared OMol25 entry of this formula, charge and spin) comes out at 69.0 kcal per mole.

2.
The following is a quantum chemistry calculation of C30H54F15NO8S4Sb2Tl as an isolated structure, from the Open Molecules 2025 dataset.

Geometry as XYZ:
```
115
Properties=species:S:1:pos:R:3:mulliken_charge:R:1
Tl 0.153 0.346 0.224 3.040
O -1.172 -1.174 2.057 -0.519
S -2.240 -1.040 1.064 0.722
O -3.444 -1.785 1.291 -0.818
O -2.452 0.386 0.725 -0.714
S -1.209 -1.658 -0.647 -0.246
F 2.984 2.366 -3.356 -0.297
C 3.201 2.213 -2.041 -0.302
F 4.452 2.624 -1.787 -0.341
F 2.371 3.053 -1.416 0.216
C 2.916 0.746 -1.605 2.177
O 1.596 0.502 -1.542 -0.586
C 3.579 -0.191 -2.682 0.280
F 2.797 -0.315 -3.754 -0.083
F 3.768 -1.421 -2.187 -0.238
F 4.771 0.263 -3.105 -0.290
C 3.648 0.456 -0.254 -0.448
F 3.160 -0.649 0.305 -0.179
F 3.426 1.462 0.621 -0.162
F 4.970 0.319 -0.376 -0.317
F 1.355 -2.543 0.964 -0.116
C 1.608 -3.013 2.186 0.483
F 2.725 -3.730 2.126 -0.267
F 0.615 -3.805 2.561 -0.269
S 1.758 -1.589 3.405 1.982
O 1.462 -0.400 2.628 -0.083
O 0.871 -1.904 4.485 -0.783
N 3.289 -1.611 3.740 -0.455
S 3.864 -1.638 5.206 1.125
O 5.293 -1.614 5.126 -0.755
O 3.199 -0.741 6.111 -0.600
C 3.462 -3.347 5.883 0.657
F 2.815 -4.099 4.989 -0.210
F 2.707 -3.256 6.976 -0.249
F 4.590 -3.983 6.212 -0.257
C -1.965 3.854 -4.944 -1.826
C -1.512 3.608 -3.505 2.271
C -0.049 4.020 -3.373 -1.627
C -2.344 4.471 -2.558 -2.057
Sb -1.652 1.507 -2.781 -0.301
C -0.921 0.373 -4.530 2.439
C -0.545 -1.010 -4.001 -1.713
C -1.946 0.245 -5.651 -1.886
C 0.337 1.052 -5.059 -1.795
C -3.846 1.184 -2.749 1.948
C -4.588 1.806 -3.929 -1.948
C -4.112 -0.321 -2.712 -1.670
C -4.371 1.801 -1.452 -1.591
H -1.943 4.933 -5.144 0.534
H -2.976 3.508 -5.144 0.233
H -1.303 3.384 -5.668 0.293
H 0.061 5.068 -3.684 0.536
H 0.618 3.423 -3.988 0.240
H 0.298 3.944 -2.348 -0.133
H -2.144 5.530 -2.765 0.554
H -2.094 4.287 -1.509 0.216
H -3.414 4.313 -2.682 0.379
H -1.385 -1.509 -3.517 0.327
H 0.275 -0.949 -3.284 0.071
H -0.217 -1.637 -4.840 0.488
H -2.832 -0.308 -5.348 0.286
H -1.490 -0.307 -6.484 0.582
H -2.258 1.216 -6.037 0.263
H 1.048 1.254 -4.261 -0.071
H 0.124 1.976 -5.591 0.245
H 0.832 0.373 -5.764 0.604
H -4.227 1.457 -4.895 0.245
H -4.544 2.894 -3.913 0.318
H -5.648 1.529 -3.857 0.543
H -3.810 -0.828 -3.628 0.224
H -5.188 -0.484 -2.580 0.505
H -3.604 -0.803 -1.876 0.158
H -4.259 2.885 -1.428 0.249
H -3.877 1.382 -0.580 0.035
H -5.442 1.580 -1.367 0.503
C 0.379 4.630 0.187 -2.161
C 1.075 4.491 1.538 2.339
C 2.590 4.390 1.370 -2.068
C 0.767 5.728 2.378 -1.866
Sb 0.429 2.563 2.413 -0.439
C -1.683 2.881 2.988 2.372
C -2.461 3.245 1.728 -2.165
C -1.825 4.006 4.011 -1.571
C -2.199 1.585 3.611 -1.909
C 1.587 2.338 4.294 2.178
C 1.727 3.701 4.964 -1.890
C 0.811 1.380 5.197 -2.245
C 2.990 1.829 3.965 -1.528
H 0.940 5.335 -0.436 0.908
H -0.629 5.022 0.293 0.526
H 0.320 3.690 -0.360 -0.455
H 2.948 5.295 0.865 0.559
H 2.897 3.544 0.778 0.299
H 3.095 4.330 2.333 0.460
H 1.183 6.591 1.845 0.520
H 1.216 5.711 3.365 0.242
H -0.299 5.904 2.486 0.310
H -2.083 4.150 1.260 0.377
H -3.501 3.437 2.019 0.695
H -2.476 2.442 1.002 0.105
H -1.607 4.988 3.599 0.271
H -1.210 3.855 4.897 0.253
H -2.870 4.017 4.343 0.550
H -1.974 0.707 3.022 0.220
H -3.290 1.657 3.688 0.559
H -1.803 1.432 4.612 0.291
H 0.783 4.219 5.123 0.323
H 2.403 4.356 4.418 0.353
H 2.173 3.521 5.948 0.584
H -0.010 1.894 5.697 0.399
H 1.498 0.999 5.959 0.589
H 0.418 0.508 4.680 0.309
H 3.563 2.577 3.417 0.394
H 2.996 0.912 3.398 -0.071
H 3.504 1.631 4.909 0.613
```

The value obtained for the HOMO energy is -5.86 eV. For the maximum force, the calculation gives 0.7 eV/Å. For the electronic energy, the calculation gives -151729.770 eV. For the frontier orbital gap, the calculation gives 0.20886 Eh. The LUMO energy is -0.179 eV. The charge is -1. The relative energy (zero: lowest compared OMol25 entry of this formula, charge and spin) comes out at 44.8 kcal per mole.